# C36H61Br2F6NO5S3Si2Ti

A molecular structure, C36H61Br2F6NO5S3Si2Ti (ωB97M-V/def2-TZVPD, OMol25).

energy relative to the best compared isomer or geometry (same formula, charge and spin) = 7.6 kcal/mol
E_HOMO = -13.0 eV
electronic energy = -10209.05306 hartree

Structure (ORCA input):
```
! wB97M-V def2-TZVPD RIJCOSX def2/J DEFGRID3
* xyz 2 1
Ti -0.261 0.338 1.354
F 1.956 -1.500 4.351
C 0.816 -1.796 3.801
F 0.270 -2.860 4.333
F 0.999 -1.978 2.478
S -0.429 -0.375 3.865
O 0.408 0.709 3.198
O -1.324 -0.753 2.716
N -1.193 -0.129 5.119
S -0.340 0.519 6.435
O -1.007 0.136 7.618
O 1.045 0.277 6.198
C -0.614 2.369 6.201
F -1.114 2.619 4.994
F 0.557 2.961 6.321
F -1.442 2.797 7.123
C -7.373 8.547 -0.751
C -6.401 7.407 -0.648
O -6.690 6.249 -0.706
S -4.708 8.003 -0.363
C -3.842 6.490 -0.123
C -3.947 5.437 -1.038
C -3.259 4.267 -0.817
C -2.438 4.144 0.318
C -2.302 5.216 1.215
C -3.004 6.378 0.989
C -1.779 2.934 0.567
C -1.198 1.868 0.785
H -8.190 8.249 -1.404
H -6.899 9.456 -1.116
H -7.772 8.742 0.246
H -4.566 5.545 -1.914
H -3.336 3.447 -1.518
H -1.660 5.118 2.080
H -2.919 7.205 1.681
C -5.114 -3.376 -1.301
C -4.085 -2.515 -0.527
C -4.405 -2.632 0.970
C -4.282 -1.043 -0.916
Si -2.385 -3.237 -0.960
Br -0.900 -1.208 -0.455
C -1.658 -4.552 0.187
C -0.267 -5.007 -0.277
C -1.545 -4.114 1.656
C -2.619 -5.765 0.113
C -1.925 -3.333 -2.802
C -2.596 -2.217 -3.617
C -2.464 -4.700 -3.286
C -0.425 -3.277 -3.125
H -6.116 -3.057 -1.003
H -5.038 -4.441 -1.069
H -5.045 -3.258 -2.381
H -5.408 -2.229 1.134
H -3.714 -2.054 1.588
H -4.414 -3.660 1.327
H -5.322 -0.781 -0.710
H -4.097 -0.838 -1.969
H -3.656 -0.378 -0.321
H 0.455 -4.187 -0.308
H -0.288 -5.484 -1.256
H 0.106 -5.751 0.432
H -1.060 -3.146 1.764
H -0.937 -4.853 2.183
H -2.504 -4.068 2.163
H -2.666 -6.212 -0.880
H -3.634 -5.517 0.424
H -2.254 -6.535 0.797
H -3.683 -2.226 -3.560
H -2.331 -2.356 -4.668
H -2.247 -1.225 -3.324
H -3.537 -4.821 -3.133
H -1.951 -5.537 -2.813
H -2.281 -4.779 -4.360
H 0.036 -2.335 -2.828
H -0.320 -3.354 -4.210
H 0.149 -4.090 -2.687
C 5.400 -1.080 -2.427
C 4.184 -1.021 -1.467
C 4.280 -2.197 -0.486
C 2.904 -1.218 -2.292
Si 4.334 0.652 -0.590
Br 1.945 0.748 0.425
C 5.315 0.721 1.026
C 5.378 2.142 1.606
C 4.815 -0.201 2.149
C 6.748 0.283 0.630
C 4.249 2.218 -1.649
C 3.468 1.998 -2.952
C 5.723 2.534 -2.009
C 3.640 3.446 -0.954
H 5.374 -2.037 -2.955
H 6.357 -1.028 -1.906
H 5.381 -0.296 -3.184
H 4.234 -3.125 -1.061
H 3.451 -2.207 0.226
H 5.213 -2.215 0.074
H 2.924 -2.236 -2.691
H 2.824 -0.542 -3.139
H 2.001 -1.121 -1.689
H 4.392 2.510 1.896
H 5.833 2.865 0.933
H 5.994 2.112 2.508
H 3.803 0.051 2.470
H 5.472 -0.057 3.010
H 4.844 -1.258 1.894
H 7.204 0.936 -0.115
H 6.793 -0.742 0.262
H 7.376 0.330 1.524
H 3.893 1.218 -3.582
H 3.500 2.926 -3.527
H 2.418 1.763 -2.768
H 6.208 1.728 -2.562
H 6.333 2.768 -1.139
H 5.731 3.415 -2.655
H 2.606 3.285 -0.649
H 3.640 4.265 -1.677
H 4.206 3.778 -0.088
*
```

Mulliken population analysis, charges in e, atoms 1 to 2: number 1, Ti, carries -0.09; number 2, F, carries -0.14

***

# C36H62AlBBr4FGaLiNO9

A molecular structure, C36H62AlBBr4FGaLiNO9 in a non-equilibrium geometry (ωB97M-V/def2-TZVPD, OMol25).

E_HOMO = -11.9 eV
electronic energy = -14735.33615 hartree

Structure (ORCA input):
```
! wB97M-V def2-TZVPD RIJCOSX def2/J DEFGRID3
* xyz 2 1
C -3.917 1.299 -4.296
C -3.038 0.868 -2.969
C -2.571 2.164 -2.067
C -0.929 2.282 -2.050
C -0.408 3.841 -1.883
C -0.272 4.134 -0.244
C 1.332 4.292 0.079
C 1.742 4.017 1.649
C 1.330 2.524 2.196
C 2.436 1.345 1.853
C 1.862 0.210 0.777
C 0.707 -0.747 1.514
Ga -0.032 -2.248 0.311
C -0.058 -4.138 1.132
O -0.595 -4.258 2.485
C 0.153 -3.519 3.498
C 1.782 -3.651 3.441
C -1.888 -1.713 -0.446
C -2.427 -2.649 -1.678
O -1.723 -3.930 -1.847
C -4.038 -2.985 -1.452
N -4.698 -3.454 -2.739
B 1.294 -2.360 -1.332
O 2.641 -3.006 -1.155
O 0.994 -1.837 -2.678
C 1.688 -0.522 -2.847
C 1.907 -0.118 -4.434
H -4.443 0.325 -4.681
H -3.202 1.734 -5.120
H -4.695 2.110 -3.967
H -2.075 0.288 -3.301
H -3.708 0.191 -2.250
H -3.060 3.131 -2.532
H -2.914 2.017 -0.937
H -0.541 1.859 -3.084
H -0.529 1.609 -1.169
H 0.644 3.925 -2.403
H -1.154 4.601 -2.411
H -0.841 5.143 -0.006
H -0.798 3.241 0.300
H 1.612 5.417 -0.193
H 2.018 3.621 -0.619
H 2.918 4.171 1.728
H 1.249 4.879 2.296
H 0.282 2.142 1.842
H 1.277 2.591 3.377
H 3.377 1.860 1.363
H 2.809 0.857 2.868
H 1.362 0.793 -0.109
H 2.792 -0.426 0.453
H -0.187 0.004 1.754
H 1.178 -1.087 2.529
H -0.785 -4.785 0.437
H 1.008 -4.649 0.972
H -0.246 -2.395 3.540
H -0.174 -3.977 4.553
H 2.186 -3.020 2.512
H 2.337 -3.280 4.413
H 2.047 -4.782 3.164
H -2.668 -1.725 0.432
H -1.775 -0.594 -0.831
H -2.362 -2.066 -2.695
H -2.340 -4.718 -1.803
H -4.098 -3.913 -0.704
H -4.618 -2.063 -0.974
H -4.316 -4.395 -3.030
H -4.590 -2.745 -3.506
H 3.310 -2.330 -0.829
H 2.717 -0.618 -2.289
H 1.031 0.319 -2.354
H 2.848 0.585 -4.511
H 2.033 -1.103 -5.090
H 0.963 0.513 -4.760
C -1.277 7.576 2.521
Br 0.337 7.572 1.434
Br -2.086 5.810 2.621
Br -0.958 8.328 4.287
H -1.998 8.230 2.020
F -5.431 -0.745 -6.680
C -5.958 -1.952 -6.923
C -7.207 -2.271 -6.401
C -7.759 -3.526 -6.658
C -7.050 -4.453 -7.426
C -5.795 -4.125 -7.942
C -5.249 -2.866 -7.694
H -7.739 -1.541 -5.799
H -8.738 -3.782 -6.261
H -7.479 -5.433 -7.623
H -5.244 -4.850 -8.536
H -4.279 -2.592 -8.095
Li 4.481 -0.629 -3.990
C 3.879 6.359 6.571
C 3.219 6.627 5.443
C 2.036 5.823 5.029
O 1.438 6.105 3.996
C 1.629 4.702 5.891
C 2.291 4.433 7.017
C 3.457 5.253 7.444
O 4.034 4.992 8.495
O 1.915 3.379 7.830
O 3.612 7.663 4.615
H 4.740 6.937 6.885
H 0.778 4.115 5.569
H 2.547 3.392 8.582
H 2.977 7.654 3.867
C 4.759 -6.710 2.221
C 4.803 -6.410 3.695
O 3.927 -5.739 4.237
C 5.962 -6.963 4.481
H 3.868 -6.248 1.783
H 5.644 -6.297 1.731
H 4.706 -7.790 2.063
H 6.901 -6.561 4.092
H 5.963 -8.055 4.424
H 5.863 -6.667 5.531
Al 4.177 4.603 0.489
Br 5.152 -2.447 -2.036
*
```

Mulliken population analysis, charges in e, atoms 1 to 2: number 1, C, carries -1.01; number 2, C, carries 0.43

***

# C36H62Br20N2OPS

11 unconnected molecules or ions with the total composition C36H62Br20N2OPS in a non-equilibrium geometry (ωB97M-V/def2-TZVPD, OMol25).

E_HOMO = -11.0 eV
electronic energy = -53813.34565 hartree

Structure (ORCA input):
```
! wB97M-V def2-TZVPD RIJCOSX def2/J DEFGRID3
* xyz 1 1
C 0.897 -3.197 1.058
C -0.568 -2.952 1.285
C -1.037 -1.644 1.534
C -0.112 -0.457 1.607
C 0.717 -0.214 0.317
C 2.224 -0.052 0.642
S 3.312 -0.858 -0.587
C -2.399 -1.440 1.740
C -3.023 -0.121 2.030
C -3.771 0.490 1.027
C -4.408 1.708 1.249
C -4.294 2.301 2.499
C -3.532 1.698 3.493
C -2.899 0.484 3.276
C -3.247 -2.531 1.700
N -2.794 -3.764 1.477
C -3.793 -4.861 1.490
C -1.475 -4.016 1.252
P -1.083 -5.824 0.952
N 0.499 -6.098 1.461
O -1.007 -5.883 -0.708
H 1.453 -2.314 1.338
H 1.096 -3.342 -0.004
H 1.284 -4.004 1.662
H -0.673 0.445 1.814
H 0.540 -0.603 2.470
H 0.632 -1.029 -0.392
H 0.410 0.736 -0.105
H 2.488 -0.489 1.601
H 2.517 0.993 0.669
H 2.428 -1.402 -1.439
H -3.865 0.017 0.059
H -4.990 2.138 0.449
H -4.808 3.234 2.673
H -3.466 2.203 4.459
H -2.329 0.014 4.065
H -4.306 -2.407 1.848
H -3.756 -5.438 0.574
H -3.587 -5.527 2.318
H -4.779 -4.426 1.593
H 1.153 -5.857 0.719
H 0.625 -7.072 1.702
H -1.423 -5.082 -1.052
Br 2.727 -3.625 -3.622
C 4.550 -2.948 -3.719
C 5.550 -4.056 -3.560
Br 5.731 -4.625 -1.714
H 4.645 -2.174 -2.963
H 4.634 -2.502 -4.708
H 6.542 -3.716 -3.850
H 5.287 -4.939 -4.135
Br 9.019 -3.741 -5.312
C 8.964 -5.444 -6.255
C 7.802 -6.297 -5.821
Br 8.117 -7.131 -4.088
H 9.921 -5.925 -6.085
H 8.870 -5.184 -7.307
H 7.663 -7.124 -6.514
H 6.876 -5.737 -5.738
Br -0.683 -7.951 -7.626
C -0.201 -7.021 -5.992
C 0.700 -5.850 -6.279
Br 2.521 -6.417 -6.661
H 0.252 -7.753 -5.331
H -1.140 -6.678 -5.564
H 0.781 -5.205 -5.406
H 0.371 -5.264 -7.130
Br 0.287 -3.119 -8.900
C 1.594 -4.010 -10.042
C 0.957 -4.566 -11.286
Br -0.027 -6.206 -10.928
H 2.078 -4.770 -9.435
H 2.317 -3.241 -10.299
H 1.721 -4.843 -12.009
H 0.259 -3.873 -11.744
Br -0.009 5.757 5.605
C -1.483 5.296 6.788
C -1.358 3.890 7.299
Br -1.862 2.614 5.907
H -2.397 5.463 6.228
H -1.429 6.007 7.609
H -2.050 3.715 8.120
H -0.352 3.637 7.617
Br -2.131 9.121 4.211
C -0.828 8.358 2.987
C -1.477 7.876 1.718
Br -2.422 6.193 1.990
H -0.317 7.569 3.528
H -0.128 9.163 2.774
H -0.726 7.665 0.961
H -2.201 8.580 1.322
Br -4.872 7.759 9.041
C -5.796 8.349 7.430
C -4.876 9.097 6.507
Br -4.537 10.908 7.126
H -6.644 8.944 7.753
H -6.152 7.438 6.955
H -5.335 9.214 5.527
H -3.910 8.615 6.400
Br 4.526 -3.436 -7.525
C 5.623 -2.162 -8.513
C 4.938 -1.682 -9.763
Br 4.999 -3.025 -11.171
H 6.569 -2.654 -8.718
H 5.788 -1.334 -7.827
H 5.454 -0.816 -10.171
H 3.892 -1.437 -9.601
Br 0.844 3.137 10.684
C 1.206 1.357 9.989
C 2.390 1.353 9.059
Br 1.927 2.108 7.326
H 0.295 1.018 9.505
H 1.405 0.739 10.861
H 2.713 0.335 8.858
H 3.227 1.930 9.438
Br -6.590 10.980 3.448
C -6.442 9.421 2.291
C -7.575 8.452 2.495
Br -7.359 7.405 4.122
H -5.468 8.979 2.482
H -6.469 9.816 1.277
H -7.599 7.720 1.690
H -8.540 8.943 2.567
*
```

Mulliken population analysis, charges in e, atoms 1 to 2: number 1, C, carries -2.14; number 2, C, carries 1.46

***

# C36H62N4

C36H62N4 in the gas phase (ωB97M-V/def2-TZVPD, OMol25).

energy relative to the best compared isomer or geometry (same formula, charge and spin) = 0.0 kcal/mol
E_HOMO = -7.3 eV
electronic energy = -1627.96690 hartree

Structure (ORCA input):
```
! wB97M-V def2-TZVPD RIJCOSX def2/J DEFGRID3
* xyz 0 1
C -6.398 -0.921 -1.302
H -5.359 -1.234 -1.353
C -6.774 -0.465 0.104
C -6.585 -1.550 1.173
C -5.260 -1.467 1.934
C -4.028 -1.743 1.078
C -2.747 -1.774 1.909
C -1.530 -2.106 1.053
H -1.471 -1.393 0.226
C -0.224 -2.049 1.858
N 0.058 -0.739 2.377
C 0.549 0.174 1.620
C 0.793 1.487 2.178
C 1.309 2.488 1.443
N 1.647 2.335 0.127
C 1.409 1.127 -0.459
C 0.900 0.080 0.214
H 0.735 -0.841 -0.319
H 1.635 1.054 -1.513
C 2.223 3.404 -0.653
H 1.604 3.552 -1.546
C 3.664 3.125 -1.104
H 3.740 2.091 -1.441
C 4.736 3.408 -0.051
H 5.712 3.294 -0.531
C 4.701 2.519 1.193
H 5.525 2.827 1.844
C 4.845 1.029 0.895
C 5.008 0.226 2.184
C 5.039 -1.285 1.946
C 3.643 -1.857 1.706
C 3.647 -3.354 1.397
H 4.288 -3.878 2.108
H 2.632 -3.738 1.518
C 4.127 -3.680 -0.025
N 3.316 -3.030 -1.026
C 2.040 -3.458 -1.256
C 1.178 -2.789 -2.042
C 1.552 -1.532 -2.676
N 0.801 -0.729 -3.336
C -0.598 -1.013 -3.509
C -1.300 0.189 -4.145
H -2.356 -0.055 -4.286
C -1.167 1.469 -3.322
C -1.865 1.406 -1.965
C -1.805 2.752 -1.245
C -2.223 2.678 0.224
C -3.707 2.385 0.420
C -4.084 2.403 1.897
H -3.505 1.660 2.442
H -5.142 2.186 2.030
H -3.878 3.379 2.331
H -3.943 1.407 0.001
H -4.300 3.130 -0.117
H -1.636 1.907 0.728
H -1.989 3.633 0.704
H -2.437 3.475 -1.768
H -0.778 3.123 -1.291
H -2.906 1.107 -2.108
H -1.378 0.656 -1.339
H -1.585 2.300 -3.897
H -0.103 1.662 -3.173
H -0.856 0.362 -5.128
H -1.084 -1.252 -2.551
H -0.734 -1.885 -4.166
C 2.945 -1.187 -2.480
C 3.744 -1.904 -1.672
H 4.775 -1.631 -1.500
H 3.324 -0.318 -2.994
H 0.189 -3.188 -2.199
H 1.768 -4.383 -0.767
H 5.162 -3.359 -0.156
H 4.085 -4.764 -0.180
H 3.038 -1.686 2.598
H 3.157 -1.322 0.888
H 5.471 -1.778 2.820
H 5.690 -1.495 1.095
H 4.183 0.461 2.860
H 5.936 0.532 2.673
H 3.965 0.674 0.358
H 5.718 0.869 0.255
H 3.776 2.680 1.747
H 4.651 4.452 0.265
H 3.868 3.765 -1.966
H 2.192 4.323 -0.063
H 1.470 3.474 1.856
H 0.531 1.645 3.211
H 0.594 -2.430 1.224
H -0.315 -2.713 2.726
H -1.639 -3.107 0.627
H -2.586 -0.803 2.382
H -2.842 -2.517 2.703
H -4.150 -2.703 0.569
H -3.928 -0.969 0.315
H -5.167 -0.479 2.388
H -5.287 -2.198 2.747
H -6.675 -2.534 0.709
H -7.390 -1.464 1.907
H -6.185 0.414 0.372
H -7.823 -0.158 0.088
H -6.547 -0.112 -2.014
H -7.021 -1.760 -1.607
*
```

Mulliken population analysis, charges in e, atoms 1 to 2: number 1, C, carries -1.27; number 2, H, carries 0.21